Molecular formula: C6H9ClN2O2
Method: DFT, ωB97M-V/def2-TZVPD

Properties
F_max = 4.961 eV Å⁻¹
Kohn-Sham gap = 8.50 eV
Energy relative to the best compared isomer or geometry (same formula, charge and spin) = 5.816 eV

Each line ends with the Mulliken charge.
CARTESIAN COORDINATES (ANGSTROEM)
1 C 0.98 1.91 0.18  -0.098
2 C 1.26 0.95 -1.01  -0.606
3 C 0.17 -0.17 -1.20  -1.027
4 C -1.05 1.02 1.05  -0.003
5 C -0.32 -0.69 0.10  0.196
6 C 0.60 -1.38 1.00  -1.541
7 N -0.01 1.79 0.95  -0.405
8 N -1.57 -1.36 -0.13  1.102
9 O -2.06 -1.33 -1.23  -0.592
10 O -2.16 -1.98 0.77  -0.683
11 Cl -2.33 1.53 -0.01  -0.114
12 H 1.75 2.66 0.47  0.376
13 H 1.21 1.37 -1.98  0.413
14 H 2.24 0.43 -1.01  0.287
15 H -0.51 0.34 -1.83  0.464
16 H 0.44 -0.89 -1.94  0.686
17 H -1.39 0.67 2.04  0.420
18 H 1.07 -0.68 1.57  0.472
19 H 1.40 -2.09 0.46  0.252
20 H 0.27 -2.10 1.75  0.401

Molecular formula: C6H9ClN3
Method: DFT, ωB97M-V/def2-TZVPD

Properties
F_max = 6.593 eV Å⁻¹
Total charge = +1
Kohn-Sham gap = 7.86 eV
Energy relative to the best compared isomer or geometry (same formula, charge and spin) = 1.575 eV
SMILES string = CNc1c(Cl)[nH]ccc1=[NH2+]

Each line ends with the Mulliken charge.
CARTESIAN COORDINATES (ANGSTROEM)
1 C 0.11 -2.00 -0.05  -0.416
2 C -1.21 -2.31 -0.22  -0.548
3 C 0.65 -0.76 0.33  0.489
4 C -0.17 0.36 0.19  0.540
5 C -1.83 -0.09 0.09  0.109
6 C 1.10 2.41 -0.47  -1.085
7 N -2.19 -1.33 -0.12  -0.043
8 N 2.00 -0.55 0.58  -0.489
9 N 0.01 1.70 0.25  -0.301
10 Cl -3.08 1.04 0.14  -0.138
11 H 0.91 -2.81 -0.15  0.300
12 H -1.42 -3.25 -0.52  0.468
13 H 0.81 3.40 -0.71  0.371
14 H 1.84 2.76 0.18  0.395
15 H 1.59 1.78 -1.26  0.334
16 H -3.15 -1.63 -0.29  0.288
17 H 2.48 -1.34 1.09  0.263
18 H 2.34 0.32 0.78  0.173
19 H -0.78 2.30 0.16  0.290

Molecular formula: C6H9ClN4
Method: DFT, ωB97M-V/def2-TZVPD

Properties
F_max = 4.740 eV Å⁻¹
Total charge = +2
Kohn-Sham gap = 7.47 eV
Energy relative to the best compared isomer or geometry (same formula, charge and spin) = 3.795 eV
SMILES string = C[C@@]12CN=NC1=[NH+]C=[NH+][C@H]2Cl

Each line ends with the Mulliken charge.
CARTESIAN COORDINATES (ANGSTROEM)
1 C 0.29 2.15 -0.15  -0.157
2 C -1.16 0.37 -0.21  0.149
3 C -0.91 -1.85 -0.36  -0.915
4 C 1.23 0.00 -0.77  0.109
5 C -0.15 -0.59 0.05  1.125
6 C 0.33 -0.74 1.50  -1.579
7 N -2.34 -0.21 -0.54  -0.243
8 N -2.19 -1.41 -0.70  -0.150
9 N 1.23 1.36 -0.54  -0.007
10 N -1.00 1.70 0.01  0.020
11 Cl 2.72 -0.94 -0.33  -0.015
12 H 0.47 3.23 -0.10  0.445
13 H -0.40 -2.54 -1.18  0.376
14 H -0.99 -2.60 0.53  0.397
15 H 1.24 0.04 -1.94  0.416
16 H 1.22 -1.48 1.69  0.425
17 H -0.51 -0.93 2.19  0.517
18 H 0.55 0.25 1.92  0.342
19 H 2.09 1.82 -0.88  0.350
20 H -1.71 2.37 -0.20  0.397

Molecular formula: C6H9ClO4S
Method: DFT, ωB97M-V/def2-TZVPD

Properties
F_max = 2.289 eV Å⁻¹
Kohn-Sham gap = 10.48 eV
Energy relative to the best compared isomer or geometry (same formula, charge and spin) = 0.933 eV

Each line ends with the Mulliken charge.
CARTESIAN COORDINATES (ANGSTROEM)
1 O 3.36 0.68 0.80  -0.382
2 C 2.93 0.13 -0.13  0.371
3 Cl 3.66 -1.49 -0.50  -0.186
4 C 1.81 0.73 -1.01  -0.804
5 C 0.39 0.11 -0.68  0.154
6 C -0.03 0.67 0.73  -0.613
7 C -1.56 0.53 1.09  -0.607
8 C -2.46 -0.06 -0.04  -0.464
9 O -2.00 -1.31 -0.61  -0.333
10 S -0.70 -1.94 0.21  0.679
11 O -0.75 -3.36 0.03  -0.577
12 O 0.59 -1.33 -0.67  -0.320
13 H 1.80 1.82 -0.82  0.372
14 H 2.02 0.53 -2.08  0.405
15 H -0.28 0.42 -1.51  0.282
16 H 0.62 0.18 1.49  0.357
17 H 0.25 1.75 0.77  0.369
18 H -1.63 -0.03 2.05  0.290
19 H -1.94 1.56 1.28  0.370
20 H -2.63 0.69 -0.83  0.330
21 H -3.45 -0.28 0.41  0.307

Molecular formula: C6H9CuNO9
Method: DFT, ωB97M-V/def2-TZVPD

Properties
Spin multiplicity = 2
F_max = 14.276 eV Å⁻¹
Total charge = -2
Kohn-Sham gap (spin up / spin down) = 4.73 / 4.22 eV
Energy relative to the best compared isomer or geometry (same formula, charge and spin) = 15.242 eV

Each line ends with the Mulliken charge.
CARTESIAN COORDINATES (ANGSTROEM)
1 Cu -0.20 0.03 -0.05  -0.158
2 N -1.67 -0.84 -2.40  0.717
3 O -1.11 -0.45 -1.42  0.285
4 O -2.87 -0.61 -2.64  -0.795
5 O -0.95 -1.48 -3.21  -0.754
6 C -2.08 1.68 2.40  -1.378
7 C -1.47 1.07 1.17  1.108
8 O -1.86 -0.05 0.64  -0.513
9 O -0.38 1.56 0.70  -0.488
10 H -2.19 1.03 3.27  0.273
11 H -3.03 2.14 2.13  0.316
12 H -1.45 2.50 2.76  0.287
13 C 1.28 -2.85 1.28  -1.513
14 C 0.56 -1.58 0.80  1.113
15 O -0.24 -1.70 -0.16  -0.447
16 O 0.71 -0.51 1.37  -0.544
17 H 2.14 -2.57 1.89  0.310
18 H 1.51 -3.53 0.46  0.318
19 H 0.56 -3.39 1.89  0.316
20 C 2.31 1.67 -1.87  -1.516
21 C 1.15 0.89 -1.25  1.134
22 O -0.03 1.29 -1.19  -0.546
23 O 1.36 -0.18 -0.64  -0.521
24 H 3.16 1.08 -2.20  0.314
25 H 2.77 2.36 -1.17  0.329
26 H 2.01 2.44 -2.58  0.350

Molecular formula: C6H9F
Method: DFT, ωB97M-V/def2-TZVPD

Properties
F_max = 5.356 eV Å⁻¹
Kohn-Sham gap = 10.18 eV
Energy relative to the best compared isomer or geometry (same formula, charge and spin) = 2.576 eV
SMILES string = C=C[C@@H](F)C(=C)C

Each line ends with the Mulliken charge.
CARTESIAN COORDINATES (ANGSTROEM)
1 C -2.11 0.68 0.19  -0.721
2 C 1.78 0.03 1.12  -0.705
3 C -1.33 -0.13 0.78  -0.173
4 C 1.10 -0.29 0.02  0.454
5 C 1.16 0.39 -1.29  -1.202
6 C -0.55 -1.21 -0.02  0.009
7 F -0.95 -1.40 -1.35  -0.298
8 H -2.69 1.44 0.72  0.272
9 H -2.25 0.86 -0.93  0.226
10 H 1.49 -0.31 2.19  0.201
11 H 2.51 0.78 1.06  0.314
12 H -1.18 -0.27 1.85  0.298
13 H 0.80 -0.36 -2.05  0.297
14 H 0.45 1.27 -1.37  0.185
15 H 2.15 0.67 -1.45  0.466
16 H -0.39 -2.14 0.52  0.378